Computed, not measured: a 6-piece molecular cluster, C32H27F40INO7 overall in a non-equilibrium geometry, with the ωB97M-V functional and the def2-TZVPD basis.

```
! wB97M-V def2-TZVPD RIJCOSX def2/J DEFGRID3
* xyz 1 1
F 3.02 5.60 -5.25
F 2.70 3.70 -3.34
H 0.03 -2.45 -1.26
F 2.22 -8.66 -4.21
H 0.13 -10.05 3.10
F 3.91 6.30 -3.39
C -2.23 0.01 -4.24
F -0.74 -2.71 -3.07
H -0.83 -5.94 -3.85
F 4.09 3.14 -4.92
F 2.79 -7.06 4.96
F 3.55 6.34 0.47
H -4.38 5.31 2.68
C 4.76 4.66 -0.67
H 5.14 2.43 -3.02
H 5.96 3.96 -2.99
H -1.42 -7.13 -6.16
C 0.65 -6.07 4.68
C 0.47 6.23 1.36
F -0.29 -8.04 -2.88
F -3.22 -2.01 -1.72
F 1.31 -9.30 4.52
F 2.53 -7.90 2.34
C 3.40 5.18 -0.20
F 1.04 -8.80 1.04
C 2.06 -8.52 -2.88
C 0.11 5.26 0.51
F -1.32 -3.91 -1.35
F 1.88 -6.11 6.69
H -5.11 7.61 3.82
H 1.66 4.21 3.78
H 4.98 5.55 -4.89
C 0.29 -7.19 2.53
C 1.22 4.55 2.86
C 1.02 5.87 2.57
C 1.26 -8.36 2.31
C 4.03 5.38 -4.37
F -3.91 4.79 4.53
H 0.29 7.26 1.10
N 0.29 3.98 0.80
O 0.73 -6.07 3.30
F 1.77 -9.73 -2.36
H -3.84 8.77 3.65
F 1.79 -6.44 -5.78
O -1.68 -0.37 -1.78
C -2.49 0.29 -2.75
F -2.74 -1.13 -6.23
F -2.01 -1.59 0.02
F -2.78 5.93 6.73
C 1.12 -9.59 3.22
H 2.54 -5.10 5.10
F 2.06 -10.51 2.88
H 0.39 -4.73 -4.11
C -3.55 5.37 3.38
F 0.16 -5.12 -6.36
C 2.03 -6.03 5.35
H 0.14 -6.77 1.54
C -1.56 3.23 -0.64
I 1.54 7.37 3.91
H -0.69 -7.53 2.86
F -2.51 4.64 2.87
H -0.25 1.96 0.41
C 3.94 3.95 -3.84
C -0.93 -2.68 -1.73
F -1.95 6.86 4.29
F 5.47 5.60 -1.31
F -2.41 1.19 -4.89
F 0.01 -7.58 -7.46
F 2.57 5.42 -1.23
F -0.16 -8.52 -5.51
C 0.47 -6.21 -5.60
H 2.93 4.45 0.46
C -3.13 -1.02 -4.94
H -2.23 1.34 -2.62
F -0.92 -0.32 -4.40
C -0.14 2.90 -0.13
H -2.15 4.78 -1.54
H 0.58 2.81 -0.95
C -3.08 6.82 3.56
C -4.09 7.83 4.13
F -2.75 7.26 2.31
C 4.99 3.49 -2.81
F -5.51 6.48 5.88
C -0.36 -7.37 -6.17
F -0.11 -7.08 5.13
O 1.10 -6.30 -3.13
C -4.67 7.36 6.46
O 4.64 3.52 -1.43
C 0.22 -5.80 -4.14
C 0.92 -7.54 -2.56
H 3.00 -8.15 -2.45
F 5.47 4.33 0.44
O -2.53 2.87 0.01
H 0.97 2.57 2.16
F -5.43 8.18 7.21
F -3.05 -2.24 -4.39
H -0.32 5.58 -0.42
O -1.73 3.95 -1.80
C -3.68 6.67 7.41
F -4.35 5.85 8.25
O -4.03 8.14 5.52
H -3.14 7.42 8.00
H -4.17 -0.69 -4.93
H -3.55 0.23 -2.50
F 0.92 -7.35 -1.22
C 0.84 3.62 1.96
F 0.00 -4.93 5.03
C -1.99 -1.65 -1.33
*
```

## Properties
Orbital gap in eV: 8.3

Computed, not measured: C32H27N10O3STeW as an isolated structure in a non-equilibrium geometry, with the ωB97M-V functional and the def2-TZVPD basis.

```
! wB97M-V def2-TZVPD RIJCOSX def2/J DEFGRID3
* xyz 0 2
C 3.32 0.13 -3.64
H -3.24 2.17 0.93
C -2.64 2.51 -1.59
N 3.70 0.72 4.27
C 4.27 1.01 -4.16
H -0.90 -3.47 -3.83
C -4.93 1.03 -1.64
H 0.43 3.17 3.98
C -2.44 2.45 1.60
C -0.55 -2.06 3.38
C -1.16 -1.57 -4.78
H 0.50 -2.67 7.05
H -0.44 -3.66 -1.22
H -1.30 0.51 -5.37
C -0.72 -1.52 5.73
N 3.01 -0.45 2.43
H 5.80 1.33 -5.63
C -3.78 3.08 -2.11
C -0.85 -1.75 1.97
C -0.79 -1.85 -2.43
C -4.95 2.30 -2.13
H 3.14 -2.14 0.80
N -0.92 -0.51 -2.20
C -1.11 -1.29 4.41
H -1.16 -0.92 6.51
N -0.36 -2.52 1.03
H -3.58 3.91 2.65
Te 2.16 0.61 -1.94
H -5.81 0.40 -1.65
C -0.54 -2.59 -1.27
C 4.89 -0.60 -5.84
C -0.29 2.05 2.32
H -1.29 -1.97 -5.78
H 1.61 -1.96 0.06
C 0.21 -2.50 6.02
C -0.40 3.01 3.31
O -2.02 -0.32 4.19
N 1.02 0.23 1.31
W -0.81 0.25 -0.22
H 4.52 0.13 4.31
H 4.41 1.98 -3.70
H -1.70 3.04 -1.54
C 0.39 -3.04 3.70
S -3.52 -1.05 -0.46
C -1.19 -0.19 -4.56
C -0.95 -2.40 -3.72
N 1.78 1.40 3.23
C -2.62 3.42 2.57
C -1.07 0.30 -3.28
H -1.69 4.48 4.19
H 0.82 -3.62 2.89
O -1.51 -0.68 1.69
H 3.57 1.48 4.91
C 3.15 -1.11 -4.26
H 5.50 -0.89 -6.68
C 3.93 -1.48 -5.34
H 1.50 -4.04 5.24
O -0.08 1.70 -0.90
H -3.76 4.09 -2.49
H 3.79 -2.45 -5.81
C 0.92 1.18 2.26
H 2.40 -1.80 -3.88
C 2.11 -0.58 1.46
N -0.52 -1.86 -0.19
N -1.28 1.81 1.45
N -2.62 1.26 -1.10
H -2.12 -0.24 3.22
N 2.37 -1.54 0.56
C 5.06 0.64 -5.24
C -3.74 0.49 -1.11
C -1.58 3.72 3.42
H -5.86 2.71 -2.55
C 0.77 -3.27 5.00
H -1.07 1.36 -3.09
C 2.82 0.54 3.27
*
```

## Properties
Energy relative to the best compared isomer or geometry (same formula, charge and spin) in eV: 0.000
<S²>: 1.134
Orbital gap (spin up / spin down) in eV: 5.4 / 5.9

Computed, not measured: C32H27N2O2 as an isolated structure in a non-equilibrium geometry, with the ωB97M-V functional and the def2-TZVPD basis.

```
! wB97M-V def2-TZVPD RIJCOSX def2/J DEFGRID3
* xyz -1 1
H -2.52 -5.91 3.24
N 3.60 2.18 3.52
H 0.34 -1.16 1.01
H -6.59 -3.25 -3.21
C -2.55 -1.56 -1.58
H 2.32 1.15 4.80
C -5.44 -2.18 -4.71
C 2.75 0.75 1.76
C -0.47 -1.26 0.30
C -4.73 -2.52 -2.42
C 1.97 3.06 1.93
H 4.93 3.45 2.51
O -3.54 -3.02 0.04
H -6.17 -2.32 -5.51
H 4.97 3.53 4.31
H 3.56 2.15 5.60
C -3.54 -1.80 -2.63
C 4.87 2.86 3.44
C -5.68 -2.70 -3.43
H 3.33 2.49 -2.43
C -1.28 -2.38 0.44
H 3.88 4.53 -3.79
C -1.67 -0.49 -1.66
H -4.04 -1.07 -5.95
C 0.85 1.51 0.48
H -2.39 -0.76 -4.15
H 0.14 6.16 -3.23
H 0.32 3.60 0.62
C 2.56 3.25 -2.58
C 1.18 3.04 -2.23
C -0.22 1.20 -0.50
H 2.10 4.05 2.35
H 1.91 -0.33 0.05
C -3.32 -1.29 -3.94
C -0.98 -3.43 1.43
H 1.65 -4.75 3.23
C -1.70 -5.29 2.87
C -2.54 -2.40 -0.35
C 0.38 4.22 -2.26
H 1.16 -3.03 1.53
H -1.77 0.23 -2.48
C 0.62 -4.63 2.86
C -4.25 -1.47 -4.96
O 0.66 1.83 -2.03
C -0.73 -0.21 -0.64
C 0.34 -3.63 1.92
H -4.94 -2.94 -1.44
C -1.97 -4.30 1.93
C 2.89 4.39 -3.33
H 4.02 0.61 4.88
C 3.36 1.48 4.76
H 5.70 2.14 3.46
C 2.78 2.00 2.41
C -0.39 -5.48 3.34
H -0.17 -6.26 4.06
N 2.02 5.38 -3.56
C 1.86 0.56 0.70
C 0.99 2.81 0.99
H -1.05 1.93 -0.53
H 3.43 -0.06 2.03
C 0.81 5.31 -3.03
H -2.99 -4.19 1.58
H -0.62 4.23 -1.83
*
```

## Properties
Orbital gap in eV: 6.4

Computed, not measured: C32H27N9O4S3TeTi as an isolated structure, with the ωB97M-V functional and the def2-TZVPD basis.

```
! wB97M-V def2-TZVPD RIJCOSX def2/J DEFGRID3
* xyz -2 3
C 1.65 -0.72 -1.64
C -1.22 -6.84 -1.56
N 0.78 -1.06 2.24
C -2.10 -4.91 -2.68
C -1.13 5.60 3.46
H -6.20 -2.93 0.02
C 2.08 -1.36 1.89
C -1.50 1.71 1.74
H -1.90 -3.04 -1.63
H 4.94 -1.49 -1.71
H 3.06 -0.71 -3.21
C 3.70 -1.50 0.02
N 1.38 -0.90 -0.32
N 3.02 -1.70 2.81
H -1.40 -0.36 3.34
C -5.70 -1.98 0.19
H -5.72 -1.39 -0.73
O -0.52 1.22 1.04
C 3.37 4.22 -4.19
H -2.60 -4.45 -3.53
C -1.86 -6.27 -2.65
H 3.63 4.69 -7.57
N -2.60 1.05 1.99
H -1.02 -7.90 -1.53
C -1.07 -4.67 -0.52
C 5.16 5.78 -4.76
C -2.38 4.96 3.43
H -3.25 5.45 3.84
H 4.47 -1.80 0.72
S -3.85 -0.64 -2.96
H 5.96 6.43 -4.43
C -6.30 -1.22 1.35
Ti -0.52 -0.75 0.51
C -1.36 3.07 2.31
C 3.86 4.80 -6.51
C 3.94 -1.34 -1.31
Te 2.24 3.15 -2.76
H -6.44 -1.88 2.21
H -2.16 -6.89 -3.48
C -0.82 -6.04 -0.49
H 4.48 -1.97 4.73
H -7.25 -0.76 1.09
H 0.95 5.47 2.92
H 0.78 2.37 1.36
H -0.86 -0.66 4.95
C -0.12 3.72 2.34
O -1.06 -2.59 0.61
N -0.75 -0.81 3.96
H -0.31 -6.45 0.37
C 0.51 -1.09 3.55
C 2.40 -1.27 0.52
C -1.71 -4.11 -1.61
S -3.98 -2.34 0.59
H 2.32 3.45 -5.90
H 5.47 6.20 -6.85
C -2.47 3.71 2.86
H 4.64 5.19 -2.77
C -2.52 -0.54 -2.02
C 4.41 5.08 -3.82
C -0.02 4.98 2.92
C 2.61 -1.70 4.05
S -5.16 0.12 1.79
O 0.03 -4.30 1.55
N 3.53 -2.06 5.02
C -3.71 -0.75 1.28
N 1.39 -1.39 4.51
N -2.56 -0.21 1.38
N -1.57 -0.47 -1.34
H 3.31 -1.72 5.94
H -1.04 6.58 3.89
H -3.42 3.19 2.82
C 4.89 5.65 -6.12
C 2.90 -0.92 -2.17
C -0.63 -3.83 0.65
C 3.12 4.10 -5.57
O 1.01 3.19 1.85
H 0.83 -0.38 -2.25
*
```

## Properties
Energy relative to the best compared isomer or geometry (same formula, charge and spin) in eV: 0.526
<S²>: 2.014
Orbital gap (spin up / spin down) in eV: 4.3 / 4.4

Computed, not measured: C32H28AlN4O2SSi as an isolated structure in a non-equilibrium geometry, with the ωB97M-V functional and the def2-TZVPD basis.

```
! wB97M-V def2-TZVPD RIJCOSX def2/J DEFGRID3
* xyz 1 1
C -0.45 -4.36 -1.10
H -1.00 -0.80 5.86
H 0.11 5.33 -2.76
H -4.51 -0.35 -1.89
C 2.13 4.59 -2.45
C 2.96 1.10 -1.51
C 0.50 -4.00 -0.13
N -1.25 0.29 -1.46
H -4.07 -0.41 3.07
C -4.17 -0.47 2.01
C 4.35 1.10 -1.67
H 2.45 0.79 6.05
C 2.92 3.53 -1.95
H -5.83 -2.07 -0.53
C 4.98 -0.14 -1.71
O -3.17 1.86 -2.29
Si 0.62 0.30 4.33
H -0.35 2.28 5.92
C -2.55 -1.20 -3.05
C 2.35 0.13 5.18
H -0.76 -5.37 -1.29
H -5.43 -2.18 1.90
C -2.10 -3.63 -2.86
C -3.37 0.39 1.25
H 0.07 -2.04 5.15
C -0.47 -1.09 4.96
H 3.09 0.42 4.43
H -3.77 -2.69 -3.90
H 2.19 -2.15 -1.69
H -2.51 0.89 1.65
H -0.92 3.06 -2.48
N 2.18 -0.05 -1.38
C 4.20 -1.30 -1.88
C -1.57 -0.94 -2.11
H 2.52 -0.88 5.43
C -3.55 0.41 -0.14
C -1.09 -3.39 -1.86
S -2.47 1.39 -1.13
H 1.38 -2.27 0.81
O -1.72 2.31 -0.27
C 0.73 4.45 -2.52
C -4.47 -0.41 -0.78
H 4.90 4.44 -2.04
C 5.03 2.34 -1.94
N 0.86 2.25 -1.63
C 0.15 3.20 -2.22
H 4.58 -2.29 -2.04
C -2.88 -2.56 -3.31
H -1.28 -1.31 4.25
H 6.04 -0.14 -1.52
H -3.20 -0.46 -3.44
C -0.78 -2.02 -1.57
N 0.10 -1.67 -0.60
C 4.35 3.51 -1.96
C -5.15 -1.33 -0.05
C 0.73 -2.65 0.08
H 1.19 -4.72 0.33
H 0.38 2.81 4.37
C 2.24 2.35 -1.66
C 0.64 0.53 1.21
C -5.01 -1.35 1.34
H -2.35 -4.61 -3.22
Al 0.48 0.39 -0.65
H -1.20 2.03 4.43
C -0.18 1.98 4.85
H 2.65 5.49 -2.76
H 6.06 2.27 -2.26
C 2.81 -1.24 -1.68
C 0.65 0.33 2.46
*
```

## Properties
Energy relative to the best compared isomer or geometry (same formula, charge and spin) in eV: 1.257
Orbital gap in eV: 6.5

Computed, not measured: C32H28ErF5N4O2S2 as an isolated structure in a non-equilibrium geometry, with the ωB97M-V functional and the def2-TZVPD basis.

```
! wB97M-V def2-TZVPD RIJCOSX def2/J DEFGRID3
* xyz -2 4
S 0.39 2.37 -0.13
H -4.94 4.15 -0.14
F 3.99 -3.17 -0.08
C 3.29 -0.25 4.22
N 5.70 -3.73 6.26
C -1.71 -3.48 -4.04
H -3.24 1.17 2.13
H -1.62 -4.21 -4.82
C -2.26 -1.50 -2.12
F 2.96 -0.77 -0.41
H -0.14 4.86 -2.51
H 3.41 -1.37 5.98
C -0.23 4.00 -3.20
H -3.78 4.13 -2.31
C 2.15 -1.74 0.00
Er -0.88 0.08 0.73
H -2.04 0.69 -5.15
C 3.57 1.09 2.19
C 0.45 -3.85 0.67
N -1.01 0.20 -3.41
C 5.27 -3.08 5.40
H -2.83 -3.10 -0.84
C -2.08 2.47 -3.83
C -1.37 1.17 -4.43
C -1.61 -1.08 -3.37
C -2.40 -2.87 -1.84
H -0.37 4.41 -4.19
C -1.97 3.30 -1.49
N -1.41 3.20 -2.78
H -2.58 -0.24 4.40
H -2.02 -4.92 -2.46
O -0.17 0.32 4.95
H -2.30 3.17 -4.65
H -3.64 3.85 2.06
C 4.77 -2.16 4.44
H -2.54 1.48 4.19
C 3.80 -1.26 5.02
C -1.24 2.99 -0.29
C -3.18 3.65 1.05
C 1.82 -4.05 0.47
C -1.39 -2.12 -4.33
H 1.01 0.93 -3.52
C -2.22 0.51 3.73
C 2.68 -2.98 0.19
H -3.51 -0.42 2.31
C -0.69 0.45 3.83
N -2.73 0.27 2.36
H 6.12 -2.73 2.89
C 3.94 -0.04 2.92
C 0.82 -1.48 0.17
H 0.83 -0.58 -2.70
F 2.35 -5.26 0.32
H -1.19 3.44 1.86
H 0.74 3.45 -3.22
H -1.01 -1.92 -5.36
H 5.35 -0.72 1.40
H 3.85 1.24 1.11
F -1.30 -2.14 0.97
C -1.82 3.32 0.98
C -2.04 -3.86 -2.71
C -3.29 3.79 -1.34
O -0.11 0.60 2.63
C 4.94 -0.96 2.38
C 0.34 0.37 -2.85
C -3.92 3.85 -0.10
H 2.54 0.48 4.47
H -0.53 1.47 -5.03
C 5.30 -2.03 3.14
F -0.41 -4.83 0.98
C 0.02 -2.57 0.55
H 0.42 0.99 -1.91
H -3.00 2.11 -3.36
H 2.85 1.82 2.61
S -2.98 -0.37 -1.06
*
```

## Properties
Energy relative to the best compared isomer or geometry (same formula, charge and spin) in eV: 2.770
<S²>: 3.753
Orbital gap in eV: 3.6